Here is an isolated molecule of C4H5NO at a distorted geometry from OMol25. Energies are from wB97M-V/def2-TZVPD.

SMILES = [H]/N=C1/C=CCO1
Spin multiplicity = 1
E_tot = -285.370750 hartree
Maximum force = 1.26 eV/A
Charge = 0

```
11
C4H5NO, DFT wB97M-V/def2-TZVPD
H 2.9457 -0.6642 0.0186
N 2.3095 0.0685 -0.2762
C 1.0617 -0.0978 -0.1189
C 0.1408 1.0128 -0.3812
C -1.0867 0.6801 -0.0139
C -1.1238 -0.7834 0.2938
O 0.3197 -1.1506 0.3842
H 0.5143 1.9692 -0.7090
H -1.8840 1.3831 0.1923
H -1.4697 -1.4349 -0.5116
H -1.8024 -0.9898 1.1453
```

Atom charges from the Löwdin analysis, given in e for atoms 1 to 8: H 0.05; N 0.15; C -0.46; C -0.03; C -0.05; C -0.13; O -0.02; H 0.11